1.
# C5H8N2

One molecule with the formula C5H8N2 (wB97M-V/def2-TZVPD, OMol25).

XYZ file:
```
15
C5H8N2, DFT wB97M-V/def2-TZVPD
H -1.61 -0.78 1.84
N 0.36 -1.26 1.24
H 1.11 1.27 -0.25
N 1.11 -0.74 0.31
H -2.29 1.08 -1.26
C 0.53 0.35 -0.37
C 2.20 -1.20 -0.46
C -1.91 1.32 -0.26
H 1.41 -0.02 -1.31
H -2.75 1.25 0.44
H 1.87 -1.84 -1.27
H 3.03 -1.62 0.12
H -1.57 2.36 -0.27
C -0.82 0.39 0.14
C -0.80 -0.55 1.15
```

The calculation puts the energy above the lowest of the compared OMol25 structures with the same formula, charge and spin at 116.30 kcal/mol. As for the LUMO energy (spin up / spin down): 0.004 / 0.004 Eh. As for the electronic energy: -304.65016 Ha. For the largest force on an atom, the calculation gives 0.30 eV Å⁻¹. Its HOMO energy (spin up / spin down) is -7.841 / -7.843 eV. As for the net charge: 0.

Calculated atomic charges, method Löwdin, unit e: H 0.11; N 0.10; H 0.15; N -0.26; H 0.08; C -0.16; C -0.06; C -0.06; H 0.18; H 0.08; H 0.05; H 0.05; H 0.08; C -0.25; C -0.10

---

2.
# C32H59Cl2F9IN8O7S

A 7-piece molecular cluster, C32H59Cl2F9IN8O7S overall (wB97M-V/def2-TZVPD, OMol25).

XYZ file:
```
119
C32H59Cl2F9IN8O7S, DFT wB97M-V/def2-TZVPD
C -1.49 -0.28 -2.79
H -2.59 7.03 -4.19
C 0.99 -2.83 6.10
H -3.83 4.15 -3.34
H -10.17 2.80 3.78
N -9.11 2.88 5.58
H -1.81 7.17 -2.59
H 9.54 -2.03 -0.80
H -3.05 4.28 -1.75
H 8.18 -0.19 -1.94
C -2.97 -1.17 0.24
O -2.23 -1.95 -5.70
N 8.58 -0.41 0.10
H -2.25 -1.99 0.54
C -0.69 1.41 -0.87
H 7.48 -6.13 -4.67
H 4.03 -3.82 6.48
H 3.09 -5.27 6.07
C -2.63 -0.80 -5.84
N -2.04 5.23 -3.31
C 9.80 -1.14 -0.22
C -4.17 -1.29 1.25
O 7.20 0.42 1.71
H -3.80 -0.44 -1.67
C 8.67 -5.14 -1.62
H 3.19 -0.49 -0.32
F -4.48 2.70 3.23
H -4.99 -2.11 -5.69
C -10.22 2.37 4.79
H -3.89 5.69 -2.45
H 6.75 -0.36 -0.89
H 5.04 0.25 1.50
O -8.42 4.04 7.42
H -1.98 0.06 -5.62
H -7.76 2.06 4.21
H -4.02 -2.24 -1.47
C 2.79 0.34 1.66
H -10.14 1.29 4.73
H -0.83 6.79 -4.02
C -4.25 0.94 -6.39
C -5.18 -0.09 1.24
H -2.42 -2.23 -3.06
S -4.77 1.37 2.35
H -1.26 -2.23 -1.66
H -0.88 -0.56 -3.70
F -6.39 1.76 2.36
H 8.71 -6.17 -1.27
H -11.17 2.64 5.24
O 2.05 4.15 -0.21
C 2.55 -3.32 4.27
O -1.29 3.08 -3.49
H 10.32 -1.45 0.68
C 4.20 -0.16 2.14
H 9.67 -4.70 -1.58
C -3.34 -1.39 -1.27
H 2.53 1.32 2.14
H -4.54 1.14 -7.42
O 8.34 -2.81 -3.08
H 2.61 -4.26 7.46
H 4.25 -1.28 2.08
H 0.47 -2.27 5.32
C -0.49 0.32 -1.78
H -5.11 1.14 -5.73
C 1.65 3.69 0.80
Cl 3.97 1.76 -0.51
N 2.19 -3.45 5.57
I 2.54 4.38 2.67
H 10.45 -0.49 -0.81
H -5.77 -1.05 -6.89
Cl 1.49 -0.89 2.05
C -4.82 -1.49 -6.57
F -4.67 2.32 0.99
H -2.29 0.42 -3.12
F -4.90 -2.40 0.81
H 7.68 -3.95 -4.62
N -3.86 -0.45 -6.25
C 3.02 -4.25 6.46
H 1.28 -0.82 -1.98
C -1.15 4.28 -3.66
C 7.75 0.08 -0.98
C -1.80 6.64 -3.54
F -5.00 0.56 3.72
C -2.05 -1.63 -2.18
H 7.04 -6.83 -3.09
F -6.39 -0.59 1.69
C 1.39 0.69 -0.49
N 0.45 1.61 -0.10
H -0.52 3.16 0.94
C 8.06 -3.88 -3.59
F -3.16 1.11 2.31
N 8.18 -5.09 -2.99
H -7.22 2.08 5.91
H 8.71 -6.97 -3.70
H -10.37 3.73 6.97
H 7.66 1.16 -0.90
C -9.31 3.59 6.72
H 1.27 -2.15 6.90
C 8.20 -0.18 1.38
H 4.35 0.23 3.18
C 0.48 2.65 0.94
H -0.24 4.69 -4.14
H 0.59 2.14 1.94
C -3.28 4.82 -2.67
C 7.83 -6.32 -3.65
H -4.42 -2.11 -7.38
H -1.68 1.91 -0.88
C 2.82 0.49 0.08
N 0.83 -0.06 -1.48
C -7.75 2.63 5.13
H 8.91 -0.60 2.12
H -3.43 1.61 -6.11
F -3.71 -1.65 2.49
H -7.25 3.58 4.97
F -5.45 0.38 -0.01
H 8.01 -4.56 -0.98
H 0.33 -3.60 6.49
O 3.54 -3.82 3.76
H -2.41 -0.21 0.33
H 1.85 -2.71 3.68
```

As for the LUMO energy: -0.100 Eh. As for the electronic energy: -4734.21082 Ha. For the largest force on an atom, the calculation gives 3.67 eV Å⁻¹. Its HOMO energy is -10.409 eV. As for the net charge: +1.

Results of the Löwdin charge analysis, in e, for atoms 1 through 99: C -0.11; H 0.09; C -0.06; H 0.09; H 0.09; N -0.20; H 0.09; H 0.07; H 0.08; H 0.08; C -0.07; O 0.01; N -0.19; H 0.14; C 0.02; H 0.08; H 0.09; H 0.09; C -0.37; N -0.20; C -0.05; C -0.39; O -0.02; H 0.11; C -0.04; H 0.13; F -0.14; H 0.09; C -0.06; H 0.09; H 0.08; H 0.05; O 0.02; H 0.12; H 0.06; H 0.12; C -0.67; H 0.09; H 0.09; C -0.05; C -0.38; H 0.11; S 0.91; H 0.12; H 0.12; F -0.18; H 0.09; H 0.08; O 0.00; C -0.38; O -0.02; H 0.09; C -0.11; H 0.09; C -0.16; H 0.05; H 0.09; O 0.00; H 0.09; H 0.09; H 0.08; C -0.14; H 0.09; C -0.81; Cl 0.71; N -0.20; I 0.85; H 0.10; H 0.09; Cl 0.66; C -0.03; F -0.18; H 0.12; F 0.08; H 0.13; N -0.19; C -0.04; H 0.19; C -0.33; C -0.04; C -0.05; F -0.13; C -0.16; H 0.09; F 0.10; C -0.24; N 0.01; H 0.15; C -0.34; F -0.16; N -0.20; H 0.10; H 0.09; H 0.13; H 0.09; C -0.35; H 0.09; C -0.33; H 0.10

---

3.
# C4H6N2O

One molecule with the formula C4H6N2O (wB97M-V/def2-TZVPD, OMol25).

XYZ file:
```
13
C4H6N2O, DFT wB97M-V/def2-TZVPD
N -0.51 -0.40 0.65
H -1.47 -0.16 0.91
H -1.73 1.23 -1.23
H 3.06 -0.33 -0.99
C -0.73 1.53 -0.90
H -0.85 2.27 -0.10
H -0.21 2.00 -1.74
H -0.26 -2.56 2.68
O -0.73 -1.86 2.21
C 0.04 0.33 -0.42
C 2.10 -0.65 -1.43
C 0.14 -1.37 1.30
N 1.14 -0.03 -0.94
```

The calculation puts the energy above the lowest of the compared OMol25 structures with the same formula, charge and spin at 101.52 kcal/mol. As for the LUMO energy: 0.032 Eh. As for the electronic energy: -340.63312 Ha. For the largest force on an atom, the calculation gives 0.58 eV Å⁻¹. Its HOMO energy is -7.670 eV. As for the net charge: 0.

Calculated atomic charges, method Löwdin, unit e: N 0.04; H 0.14; H 0.08; H 0.02; C -0.02; H 0.08; H 0.08; H 0.08; O -0.02; C -0.37; C 0.04; C -0.14; N -0.02

---

4.
# C5H8OS2

One molecule with the formula C5H8OS2 (wB97M-V/def2-TZVPD, OMol25).

XYZ file:
```
16
C5H8OS2, DFT wB97M-V/def2-TZVPD
S -0.58 -2.64 0.32
H 1.45 -1.62 1.52
C -0.33 0.29 1.07
C 0.76 -0.32 0.13
C 1.13 -1.62 0.32
S 0.15 1.82 -1.66
H -1.24 3.20 -0.10
H 1.62 -0.15 -1.86
C 0.71 0.32 -1.20
H -1.26 -0.32 1.08
H 2.04 -1.95 -0.23
H -2.05 1.55 -0.84
H -0.54 -2.38 -1.24
C -1.10 2.01 -0.39
O -0.59 1.63 0.95
H -0.15 0.18 2.12
```

The calculation puts the energy above the lowest of the compared OMol25 structures with the same formula, charge and spin at 104.28 kcal/mol. As for the LUMO energy: 0.005 Eh. As for the electronic energy: -1066.76519 Ha. The SMILES is SCC1=CSCOC1. For the largest force on an atom, the calculation gives 9.46 eV Å⁻¹. Its HOMO energy is -7.840 eV. As for the net charge: 0.

Calculated atomic charges, method Löwdin, unit e: S 0.59; H 0.14; C -0.29; C -0.43; C -0.49; S 0.90; H 0.15; H 0.12; C -0.46; H 0.08; H 0.10; H 0.11; H 0.00; C -0.45; O -0.19; H 0.12

---

5.
# C6H13N

One molecule with the formula C6H13N (wB97M-V/def2-TZVPD, OMol25).

XYZ file:
```
20
C6H13N, DFT wB97M-V/def2-TZVPD
H 3.97 -0.09 -0.82
C 2.07 -0.05 0.16
N -2.59 -0.80 0.10
H 2.67 -1.00 -1.64
H 0.46 -1.33 -0.27
H -1.43 -0.02 -1.55
C 0.77 -0.38 0.16
H -3.18 -1.39 -0.47
C -0.17 0.36 1.10
H -3.17 -0.37 0.81
H -0.74 -0.25 1.80
H 0.48 0.98 1.72
C -2.04 0.29 -0.71
H -1.79 1.78 0.85
H -0.55 1.92 -0.32
C -1.14 1.16 0.21
C 3.13 -0.76 -0.68
H 2.50 0.63 0.89
H -2.76 1.00 -1.15
H 3.51 -1.66 -0.18
```

The calculation puts the energy above the lowest of the compared OMol25 structures with the same formula, charge and spin at 21.11 kcal/mol. As for the LUMO energy: 0.043 Eh. As for the electronic energy: -291.12510 Ha. The SMILES is C/C=C/CCCN. For the largest force on an atom, the calculation gives 2.12 eV Å⁻¹. Its HOMO energy is -8.967 eV. As for the net charge: 0.

Calculated atomic charges, method Löwdin, unit e: H 0.06; C -0.16; N 0.00; H 0.07; H 0.11; H 0.10; C -0.13; H 0.07; C -0.21; H 0.07; H 0.09; H 0.10; C -0.30; H 0.10; H 0.11; C -0.22; C -0.11; H 0.10; H 0.10; H 0.07

---

6.
# C9H27O12P3

A 3-piece molecular cluster, C9H27O12P3 overall (wB97M-V/def2-TZVPD, OMol25).

XYZ file:
```
51
C9H27O12P3, DFT wB97M-V/def2-TZVPD
O 2.53 2.52 -2.17
H -5.98 1.43 3.79
H 0.69 2.98 -1.34
H 4.01 0.12 -5.63
C 3.17 0.23 -4.94
H 1.76 4.38 -1.43
O -6.10 0.92 -0.41
O 0.62 1.49 -3.67
H -5.87 -0.36 3.90
C -4.77 0.56 -0.91
H -4.85 -0.52 -1.00
P 1.84 2.32 -3.63
C 2.86 4.75 -4.36
H 4.59 -4.92 1.17
O -7.45 2.32 1.38
O 2.98 1.64 -4.61
H 3.51 5.13 -3.58
H 1.73 -6.21 4.64
H -4.39 0.61 3.63
C 1.90 -6.22 3.56
H 1.09 -5.78 2.98
H -3.95 3.33 -0.56
P -6.15 1.64 1.04
H 1.94 2.92 -0.21
P 2.91 -3.90 3.26
H -5.61 3.90 -0.25
O 1.66 3.89 -4.12
C 5.16 -4.32 1.88
O 3.10 -5.55 3.50
H 1.71 -1.80 1.08
O 4.36 -3.39 2.65
H 1.97 -7.27 3.26
H -4.00 0.87 -0.20
O -5.68 0.42 2.02
H 3.35 -0.34 -4.03
C -4.65 3.65 0.21
H 2.34 -0.26 -5.45
O 2.46 -3.15 4.41
C -5.46 0.54 3.44
H -4.63 0.94 -1.92
H 5.95 -3.89 1.28
O -4.82 2.62 1.09
H 0.31 -2.71 1.69
H 3.59 4.05 -4.77
H 1.32 -1.74 2.68
C 1.36 -2.46 1.87
O 2.03 -3.66 1.94
H 5.64 -5.04 2.54
H -4.31 4.58 0.66
H 2.51 5.40 -5.17
C 1.72 3.32 -1.20
```

The calculation puts the energy above the lowest of the compared OMol25 structures with the same formula, charge and spin at 65.66 kcal/mol. As for the LUMO energy: 0.011 Eh. As for the electronic energy: -2286.23213 Ha. The SMILES is COP(=O)(OC)OC.COP(=O)(OC)OC.COP(=O)(OC)OC. For the largest force on an atom, the calculation gives 4.75 eV Å⁻¹. Its HOMO energy is -10.494 eV. As for the net charge: 0.

Calculated atomic charges, method Löwdin, unit e: O -0.26; H 0.09; H 0.07; H 0.08; C -0.07; H 0.08; O -0.22; O -0.25; H 0.09; C -0.07; H 0.09; P 0.46; C -0.06; H 0.08; O -0.26; O -0.26; H 0.09; H 0.10; H 0.09; C -0.16; H 0.09; H 0.09; P 0.49; H 0.09; P 0.48; H 0.09; O -0.25; C -0.11; O -0.22; H 0.09; O -0.22; H 0.09; H 0.08; O -0.25; H 0.09; C -0.15; H 0.08; O -0.20; C -0.08; H 0.09; H 0.08; O -0.26; H 0.09; H 0.06; H 0.09; C -0.16; O -0.21; H 0.08; H 0.09; H 0.09; C -0.06